Entry from OMol25: a structure of composition C15H12IN9O2SZn (ωB97M-V/def2-TZVPD).

XYZ file:
```
41
Properties=species:S:1:pos:R:3:forces:R:3
Zn 0.08063 0.33286 -1.62934 0.2 -0.1 0.2
N -2.38775 -0.23111 6.18750 0.0 0.0 0.0
C -2.06435 -0.44321 4.85953 0.0 0.0 0.0
C -2.42839 0.48977 3.88276 0.0 0.0 0.0
C -2.06792 0.29785 2.56445 0.0 0.0 0.0
C -1.34068 -0.82834 2.20283 0.0 0.1 0.0
C -0.97222 -1.76286 3.16087 0.0 0.0 0.0
C -1.33056 -1.57085 4.47990 0.0 0.0 0.0
S -0.84582 -1.07071 0.54171 -0.2 0.0 0.1
O -0.70430 -2.47866 0.30393 0.0 0.0 0.0
O -1.76640 -0.30983 -0.31028 0.0 0.0 0.0
N 0.52865 -0.26177 0.28092 -0.1 0.0 -0.5
C 1.70787 -0.95552 0.08275 0.0 0.0 -0.1
N 2.26752 -0.62323 -1.09751 0.1 -0.1 -0.1
C 3.39190 -1.24545 -1.43107 0.0 0.1 0.1
C 3.96813 -2.19135 -0.60207 0.0 0.0 0.0
C 3.31239 -2.44706 0.59153 0.0 0.0 0.0
N 2.19166 -1.83142 0.95296 0.0 0.0 0.1
H -3.15560 0.39367 6.36741 0.0 0.0 0.0
H -2.38926 -1.04322 6.78163 0.0 0.0 0.0
H -3.00318 1.36319 4.16504 0.0 0.0 0.0
H -2.36799 1.00797 1.80600 0.0 0.0 0.0
H -0.41144 -2.63836 2.86259 0.0 0.0 0.0
H -1.04551 -2.30056 5.22782 0.0 0.0 0.0
H 3.82770 -0.98117 -2.38726 0.0 0.0 0.0
H 4.87620 -2.70689 -0.87450 0.0 0.0 0.0
H 3.70715 -3.17176 1.29482 0.0 0.0 0.0
I 1.22603 6.42331 -2.07174 0.0 0.1 0.0
C 0.79263 4.45352 -2.44368 0.1 -0.2 0.0
C 0.64063 3.84598 -3.67411 -0.1 0.0 0.0
N 0.35282 2.56099 -3.43977 0.0 0.0 0.0
N 0.32824 2.29338 -2.12826 0.0 -0.1 0.0
C 0.60870 3.43007 -1.50716 -0.1 0.1 0.0
H 0.70367 4.23700 -4.67469 0.0 0.0 0.0
H 0.15913 1.79862 -4.08010 0.0 0.0 0.0
H 0.65503 3.46683 -0.43166 0.0 0.0 0.0
N -0.19921 -0.29487 -3.47261 0.0 0.1 0.3
C -0.70539 -0.96419 -4.29942 0.1 0.1 0.0
N -1.13801 -1.71888 -5.20836 0.0 0.0 0.1
C -2.09644 -1.31457 -6.03456 0.0 0.0 -0.1
N -2.90625 -1.00916 -6.79880 0.0 0.0 0.0
```
Forces are in eV/Å.

## Properties
HOMO, eV: -8.526
Energy relative to the best compared isomer or geometry (same formula, charge and spin), kJ/mol: 22.54